(1)
Here is a molecular structure, C47H49ClN6O7S2Sn from the OMol25 dataset. Energies are from the ωB97M-V functional and the def2-TZVPD basis.

The geometry in XYZ format:
```
113
Properties=species:S:1:pos:R:3:forces:R:3:lowdin_charge:R:1
Sn -0.0056 1.0661 -0.3815 0.39 0.19 0.00 1.403
C 1.9448 4.3705 -2.4655 -0.01 -0.06 -0.10 -0.206
C 0.6934 4.3167 -3.3453 -0.01 -0.03 0.14 -0.177
C -0.2863 3.1814 -3.0114 0.02 0.04 -0.01 -0.232
N -0.5984 3.1159 -1.5926 0.21 -0.17 0.04 -0.053
C -1.3026 4.0321 -1.0142 -0.06 0.08 0.03 -0.229
C -2.0077 5.0571 -1.7300 -0.08 -0.03 0.00 -0.037
C -2.5456 6.2501 -1.3185 0.09 0.01 0.08 -0.123
C -2.5425 6.8515 -0.0565 0.00 0.03 0.00 -0.159
C -2.1285 6.2378 1.1139 -0.06 -0.06 -0.10 -0.130
C -1.7182 4.9359 1.3514 0.05 0.03 -0.01 -0.042
C -1.4549 3.8496 0.4678 -0.11 0.08 -0.01 -0.227
N -1.2613 2.6267 0.8728 0.20 -0.27 0.02 -0.063
C -1.5396 2.2557 2.2472 0.05 0.03 0.06 -0.220
C -0.3153 2.3783 3.1587 0.01 -0.08 -0.09 -0.161
C 0.7153 1.2920 2.8470 -0.03 -0.03 0.01 -0.233
N 1.3456 1.4805 1.5514 -0.19 -0.07 -0.06 -0.053
C 2.4890 2.1019 1.4680 0.08 0.03 0.09 -0.240
C 3.0738 2.8189 2.5534 -0.03 0.10 -0.04 -0.042
C 4.3328 3.3704 2.7243 0.05 -0.11 -0.08 -0.132
C 5.4718 3.2712 1.9420 0.01 0.02 0.06 -0.160
C 5.5352 2.6243 0.7047 -0.11 0.11 -0.01 -0.123
C 4.5259 2.1393 -0.0883 0.07 -0.10 0.05 -0.057
C 3.1039 2.0865 0.1018 0.08 0.06 0.02 -0.271
N 2.2621 1.8952 -0.8599 -0.21 0.17 -0.05 -0.066
C 2.6911 1.9102 -2.2456 0.04 0.04 -0.03 -0.269
C 3.0179 3.3208 -2.7570 -0.08 -0.05 0.12 -0.177
H 2.3955 5.3622 -2.5692 0.00 0.00 -0.01 0.101
H 1.6384 4.2699 -1.4219 0.04 0.11 0.03 0.101
H 0.1687 5.2684 -3.2252 -0.03 -0.01 -0.07 0.093
H 0.9718 4.2315 -4.4020 0.01 0.01 0.01 0.109
H -1.1854 3.2820 -3.6265 -0.04 -0.04 0.02 0.102
H 0.1358 2.2158 -3.2848 -0.06 -0.01 -0.06 0.080
H -2.1241 4.8398 -2.7851 0.03 0.01 0.00 0.094
H -3.0089 6.8346 -2.1096 0.01 -0.01 -0.02 0.092
H -2.9123 7.8680 0.0131 0.00 -0.01 0.00 0.072
H -2.1728 6.8615 2.0034 -0.02 -0.02 0.03 0.090
H -1.5195 4.7150 2.3918 -0.01 0.00 -0.01 0.079
H -2.3763 2.8391 2.6470 -0.01 0.01 -0.04 0.112
H -1.8515 1.2081 2.2402 -0.05 0.04 0.03 0.098
H 0.1411 3.3647 3.0310 -0.02 0.02 0.08 0.100
H -0.6363 2.2769 4.2009 0.00 0.00 0.00 0.112
H 1.4621 1.2368 3.6460 0.04 -0.01 -0.03 0.107
H 0.2024 0.3272 2.8171 0.01 -0.01 0.03 0.088
H 2.3942 3.0062 3.3742 0.00 0.01 -0.01 0.079
H 4.4529 3.9315 3.6478 -0.01 -0.02 0.03 0.089
H 6.3846 3.7109 2.3273 0.01 -0.02 0.00 0.071
H 6.5303 2.5378 0.2754 0.00 -0.01 -0.03 0.091
H 4.8503 1.7164 -1.0314 -0.02 0.03 -0.01 0.089
H 3.5534 1.2565 -2.4107 -0.04 -0.07 0.00 0.091
H 1.8811 1.4796 -2.8321 0.04 -0.06 -0.03 0.060
H 3.9496 3.6505 -2.2884 0.03 -0.03 -0.02 0.096
H 3.1983 3.2535 -3.8365 0.03 0.04 0.01 0.108
S 3.5189 -1.3818 0.0211 -0.03 -0.03 -0.06 0.689
C 2.1652 -2.3179 -0.1888 0.16 -0.11 0.13 -0.709
N 1.5560 -2.9573 0.8193 -0.13 0.19 -0.08 -0.091
C 0.4182 -3.8371 0.6156 -0.09 -0.09 0.00 -0.107
C 0.5270 -4.5004 -0.7260 0.07 0.05 0.04 -0.112
N 0.6441 -3.4673 -1.7408 -0.06 0.03 0.07 -0.107
C -0.0682 -3.6492 -3.0013 -0.07 -0.04 0.04 -0.135
C -1.4934 -4.0835 -2.7834 0.01 -0.06 -0.05 -0.224
C -2.3493 -3.3140 -2.0004 -0.01 0.03 0.03 -0.014
C -3.6700 -3.6994 -1.8375 -0.02 0.00 0.02 -0.048
C -4.1516 -4.8465 -2.4586 0.02 0.01 0.01 -0.096
C -3.3016 -5.6208 -3.2328 -0.01 0.04 0.01 -0.104
C -1.9742 -5.2395 -3.3854 0.00 -0.01 0.01 -0.057
C 1.5582 -2.4895 -1.5890 0.09 -0.09 -0.11 -0.725
S 2.0217 -1.5129 -2.8236 0.09 0.10 -0.06 0.713
C 1.8049 -2.6241 2.2220 0.05 0.06 0.03 -0.129
C 2.5250 -3.7460 2.9304 -0.06 -0.07 -0.07 -0.191
C 3.8337 -4.0842 2.5826 0.00 0.01 0.00 -0.032
C 4.4668 -5.1581 3.1889 -0.02 -0.01 0.02 -0.095
C 3.8036 -5.9120 4.1523 0.01 0.03 -0.01 -0.118
C 2.5079 -5.5749 4.5122 0.02 0.00 -0.01 -0.101
C 1.8734 -4.4990 3.9006 -0.02 0.02 0.07 -0.042
H -0.5108 -3.2685 0.6858 0.03 0.09 0.05 0.118
H 0.4343 -4.5872 1.4088 0.00 -0.01 0.00 0.132
H -0.3697 -5.0824 -0.9221 -0.01 -0.02 0.00 0.123
H 1.3948 -5.1724 -0.7593 0.01 0.01 -0.04 0.134
H 0.4557 -4.3827 -3.6264 0.05 0.03 -0.01 0.127
H -0.0464 -2.6931 -3.5236 -0.01 0.00 0.02 0.070
H -1.9779 -2.4073 -1.5301 -0.02 0.01 -0.03 0.120
H -4.3309 -3.0950 -1.2321 -0.03 0.08 0.05 0.097
H -5.1912 -5.1281 -2.3412 0.01 -0.01 0.02 0.093
H -3.6689 -6.5172 -3.7186 0.01 0.00 0.00 0.089
H -1.3007 -5.8455 -3.9826 -0.01 0.01 -0.02 0.102
H 0.8334 -2.4225 2.6804 -0.05 0.00 -0.01 0.106
H 2.3918 -1.7088 2.2364 0.01 0.02 0.03 0.084
H 4.3416 -3.4896 1.8317 -0.02 -0.02 -0.02 0.080
H 5.4825 -5.4114 2.9091 0.00 0.00 0.00 0.094
H 4.2961 -6.7566 4.6198 0.01 0.01 0.00 0.088
H 1.9864 -6.1530 5.2659 -0.01 0.01 -0.01 0.093
H 0.8596 -4.2316 4.1796 0.00 0.00 -0.03 0.117
O -2.7121 0.2055 -0.3343 -0.06 -0.05 0.00 -0.057
C -3.5806 -0.5156 0.4003 -0.02 -0.06 0.01 -0.263
C -4.9343 -0.5447 0.0424 0.01 0.00 -0.11 -0.028
C -5.8496 -1.2581 0.7931 0.04 -0.09 0.00 -0.115
C -5.4314 -1.9541 1.9220 0.04 0.02 0.01 -0.117
C -4.0899 -1.9218 2.2722 -0.08 0.05 -0.01 -0.041
C -3.1402 -1.2200 1.5318 0.05 -0.12 -0.04 -0.061
C -1.6736 -1.3523 1.9643 -0.01 0.07 0.12 -0.657
O -1.4766 -1.8010 3.1131 0.05 -0.04 -0.08 -0.038
O -0.7789 -1.0354 1.1326 -0.15 -0.01 0.15 -0.171
H -3.0419 0.3246 -1.2495 -0.13 0.01 -0.04 0.050
H -5.2392 -0.0159 -0.8540 0.01 0.02 0.04 0.110
H -6.8898 -1.2830 0.4873 0.00 0.03 0.01 0.091
H -6.1414 -2.5176 2.5155 0.01 0.00 0.01 0.083
H -3.7244 -2.4529 3.1413 0.01 0.00 0.00 0.104
O -2.7767 -1.2239 -4.6377 0.02 0.13 0.08 -0.351
Cl -2.5123 -0.0357 -3.8646 0.05 -0.10 -0.14 0.662
O -2.3872 1.1063 -4.7353 0.00 -0.08 0.07 -0.354
O -3.6304 0.1920 -2.9447 0.07 0.00 0.03 -0.381
O -1.3048 -0.2088 -3.0849 -0.20 0.02 -0.20 -0.423
```
Forces are in eV/Å.

## Properties
ΔE to the lowest compared entry with this formula, charge and spin (eV): 0.000
Net charge: -2
Frontier orbital gap (eV): 6.139
Spin multiplicity: 1
Strongest force on any atom (eV/A): 0.43



(2)
Here is a molecular structure, C33H48F6N3O2PV from the OMol25 dataset. Energies are from the ωB97M-V functional and the def2-TZVPD basis.

The geometry in XYZ format:
```
94
Properties=species:S:1:pos:R:3:forces:R:3:lowdin_spin:R:1
V -0.0986 -0.2468 0.3189 0.06 0.41 -0.14 1.897
C 1.7804 6.4618 -1.5204 -0.01 0.01 0.00 0.000
C 2.9864 5.5293 -1.4208 -0.07 0.01 0.02 0.008
C 3.6204 5.3810 -2.8159 0.02 -0.01 -0.02 0.005
C 4.0077 6.1390 -0.4431 0.02 -0.01 0.01 0.005
C 2.5992 4.1549 -0.9220 0.06 0.02 0.01 0.055
C 1.3287 3.8107 -0.6076 -0.05 -0.10 0.04 -0.015
C 1.0733 2.4662 -0.2012 0.04 0.19 -0.08 0.050
N -0.0383 1.8859 0.1339 0.10 0.02 0.00 -0.064
C -1.2843 2.5009 0.2409 -0.08 0.04 -0.02 0.091
C -1.5877 3.7725 0.6245 0.02 -0.08 -0.02 0.031
C -2.9469 4.1743 0.6413 0.07 0.11 0.05 0.211
C -3.9423 3.2710 0.2119 -0.10 -0.12 -0.03 -0.008
C -3.7043 1.9662 -0.1594 0.03 0.20 0.08 0.118
C -2.3286 1.5436 -0.0447 -0.04 -0.27 -0.13 0.155
O -1.9545 0.3360 -0.1944 0.16 -0.07 -0.04 0.210
C -4.7810 1.0290 -0.6747 -0.02 0.03 -0.04 0.013
C -4.9326 -0.1862 0.2554 -0.01 -0.04 0.01 0.009
C -4.3844 0.5594 -2.0874 0.02 -0.03 -0.01 0.009
C -6.1322 1.7416 -0.7643 0.01 -0.02 0.02 -0.001
C -3.2745 5.5771 1.1084 0.01 0.00 -0.01 0.027
C -2.5203 6.5843 0.2190 -0.02 0.00 0.01 0.018
C -4.7692 5.8890 1.0482 -0.01 0.01 0.00 0.000
C -2.7945 5.7206 2.5663 -0.01 0.00 -0.01 0.019
C 2.1946 1.4695 -0.1943 0.06 -0.28 0.07 0.036
O 1.8530 0.3037 0.0846 -0.05 0.08 -0.01 0.030
C 3.5556 1.8642 -0.4638 -0.09 0.19 -0.05 0.011
C 3.6898 3.1688 -0.7961 0.02 -0.10 0.04 0.001
C 4.6988 0.8619 -0.3900 -0.03 -0.05 0.05 0.001
C 4.7555 0.2489 1.0212 -0.01 0.02 0.00 0.001
C 4.4792 -0.2441 -1.4358 -0.01 0.00 -0.02 0.001
C 6.0337 1.5484 -0.6715 0.05 -0.03 -0.01 0.000
H 2.1070 7.4334 -1.8885 0.01 0.00 0.00 0.000
H 1.3120 6.6264 -0.5471 0.01 -0.01 0.01 0.000
H 1.0303 6.0854 -2.2188 0.00 0.00 -0.01 0.000
H 3.9037 6.3682 -3.1807 0.00 0.00 0.00 0.001
H 2.9167 4.9466 -3.5272 -0.01 0.00 0.00 0.000
H 4.5227 4.7692 -2.8067 0.01 0.00 0.00 0.000
H 4.2850 7.1315 -0.7977 0.00 0.00 -0.01 0.001
H 4.9251 5.5545 -0.3723 0.01 0.01 0.00 0.000
H 3.5859 6.2434 0.5576 -0.01 0.00 0.00 0.000
H 0.5147 4.5081 -0.7143 0.00 0.01 -0.01 -0.002
H -0.8193 4.4593 0.9459 0.01 0.01 0.00 -0.001
H -4.9573 3.6330 0.1841 -0.01 -0.02 -0.01 -0.003
H -4.0471 -0.8183 0.2533 0.01 0.00 0.00 0.000
H -5.7692 -0.7899 -0.0969 0.00 0.00 0.00 0.001
H -5.1576 0.1223 1.2784 0.00 0.01 0.00 0.000
H -3.4567 -0.0109 -2.0855 -0.01 0.01 0.00 0.000
H -4.2826 1.4045 -2.7702 0.00 0.01 0.00 0.000
H -5.1703 -0.0880 -2.4763 -0.01 0.00 0.00 0.001
H -6.4938 2.0600 0.2155 0.00 0.00 0.00 0.000
H -6.8672 1.0484 -1.1711 0.00 -0.01 0.00 0.000
H -6.0989 2.6061 -1.4296 0.01 0.01 0.00 0.000
H -2.8205 6.4928 -0.8256 0.00 0.00 -0.01 0.000
H -1.4371 6.4657 0.2835 0.01 0.00 0.00 0.000
H -2.7573 7.5948 0.5512 0.00 0.01 0.00 0.003
H -5.1595 5.8371 0.0305 0.00 0.00 -0.01 0.000
H -4.9318 6.9048 1.4061 0.00 0.00 0.00 0.000
H -5.3532 5.2231 1.6854 0.00 0.00 0.01 0.000
H -1.7184 5.5715 2.6652 0.00 0.00 0.01 0.000
H -3.3054 5.0140 3.2216 0.00 -0.01 0.00 0.000
H -3.0205 6.7281 2.9152 0.00 0.01 0.00 0.003
H 4.6833 3.5317 -1.0154 -0.02 0.03 -0.02 0.000
H 3.8840 -0.3721 1.2292 -0.01 -0.01 0.01 0.000
H 4.8497 1.0240 1.7862 0.00 0.00 0.00 0.000
H 5.6304 -0.3961 1.0999 0.01 0.00 -0.01 0.000
H 3.5659 -0.8092 -1.2559 0.01 -0.01 0.00 0.000
H 5.3140 -0.9441 -1.3980 0.00 0.01 0.01 0.000
H 4.4410 0.1723 -2.4437 0.00 0.01 0.00 0.000
H 6.2563 2.3358 0.0519 -0.01 0.00 0.01 0.000
H 6.0760 1.9680 -1.6785 -0.01 0.00 -0.01 0.000
H 6.8288 0.8072 -0.6004 0.01 0.01 0.00 0.000
C 2.0703 0.2991 5.2308 0.01 0.02 0.02 0.002
C 0.9233 0.1166 4.3029 -0.01 0.04 -0.02 0.016
C -0.3965 -0.2119 4.5366 0.03 -0.05 -0.02 0.003
C -1.0108 -0.3012 3.2859 -0.05 0.03 0.01 0.015
N -0.1238 -0.0046 2.3263 0.11 0.02 0.32 0.001
N 1.0493 0.2585 2.9717 -0.07 -0.05 0.04 0.002
C -2.4093 -0.7119 2.9854 -0.02 0.00 0.00 0.002
H 1.7543 0.1033 6.2516 0.00 0.00 0.00 0.000
H 2.4561 1.3176 5.1816 0.01 0.00 0.00 0.001
H 2.8801 -0.3895 4.9868 0.00 0.00 0.00 0.001
H -0.8556 -0.3907 5.4933 0.00 0.00 0.01 0.000
H 1.9044 0.3532 2.4480 0.03 -0.01 0.02 0.000
H -3.0564 -0.4787 3.8280 0.00 0.00 0.00 0.000
H -2.4533 -1.7899 2.8176 0.00 0.01 0.00 0.001
H -2.8008 -0.2215 2.0975 0.01 0.00 0.01 0.001
F -1.1166 -2.0565 0.2636 -0.01 -0.12 0.00 0.006
P 0.1954 -2.8932 -0.4948 -0.06 0.06 0.08 0.002
F 0.2686 -1.4077 -1.3863 -0.05 -0.03 0.03 0.020
F 1.0534 -1.9723 0.6786 -0.06 -0.01 -0.18 0.001
F 1.5300 -3.3368 -1.1398 -0.01 -0.06 -0.01 0.000
F 0.0631 -4.0484 0.5267 0.00 -0.06 -0.03 0.000
F -0.7638 -3.4760 -1.5574 0.01 0.01 -0.01 0.001
```
Forces are in eV/Å.

## Properties
ΔE to the lowest compared entry with this formula, charge and spin (eV): 0.000
Net charge: +2
Frontier orbital gap (spin up / spin down) (eV): 6.136 / 6.225
Expectation value of S²: 3.82
Spin multiplicity: 4
Strongest force on any atom (eV/A): 0.44